(1)
Here is a 2-piece molecular cluster, C5H17NSi2 overall in a non-equilibrium geometry from OMol25. Energies are from wB97M-V/def2-TZVPD.

The calculation puts the orbital gap (spin up / spin down) at 6.21 / 8.90 eV. Its multiplicity is 1. Its charge is 0. The LUMO energy (spin up / spin down) is -1.38 / 0.04 eV.

Each line ends with the natural charge from an NBO analysis.
Cartesian coordinates (Å):
C (2.59, 0.20, -1.34)  -0.61
C (1.80, 1.82, 0.23)  -0.59
C (1.10, -1.87, -0.02)  -0.73
C (2.34, 0.38, 0.16)  -0.29
C (1.29, -0.58, 0.66)  0.10
N (-1.18, 0.40, -0.08)  -1.15
Si (-4.45, -0.19, -0.21)  0.39
Si (-2.35, -0.38, 0.77)  0.88
H (3.17, 1.05, -1.74)  0.21
H (2.97, -0.69, -1.66)  0.21
H (1.52, 0.26, -1.72)  0.22
H (1.43, 2.11, 1.14)  0.21
H (2.60, 2.42, -0.16)  0.21
H (0.92, 1.75, -0.43)  0.21
H (0.20, -1.83, -0.69)  0.28
H (2.04, -2.10, -0.54)  0.22
H (0.97, -2.83, 0.58)  0.24
H (3.33, 0.15, 0.85)  0.22
H (0.98, -0.24, 1.64)  0.20
H (-1.07, 1.43, -0.15)  0.36
H (-4.99, 1.07, 0.17)  -0.16
H (-5.37, -1.08, 0.48)  -0.11
H (-4.11, -0.03, -1.61)  -0.11
H (-2.25, -0.46, 2.35)  -0.19
H (-2.03, -1.75, 0.46)  -0.22

=====

(2)
Here is an isolated ion of composition CH2BrN2 and charge +1 in a non-equilibrium geometry from OMol25. Energies are from wB97M-V/def2-TZVPD.

The calculation puts the orbital gap at 8.74 eV. Its multiplicity is 1. Its SMILES is BrN1C=[NH+]1. Its charge is +1. The LUMO energy is -7.34 eV.

Each line ends with the natural charge from an NBO analysis.
Cartesian coordinates (Å):
C (-0.28, -0.11, 0.59)  0.39
N (0.65, 0.59, 0.07)  -0.21
N (-0.87, 0.34, -0.45)  -0.30
Br (2.30, -0.31, -0.43)  0.38
H (-0.41, -0.70, 1.47)  0.27
H (-1.38, 0.19, -1.25)  0.47

=====

(3)
Here is a 2-piece molecular cluster, C4H6O2 overall from OMol25. Energies are from wB97M-V/def2-TZVPD.

The calculation puts the orbital gap at 10.51 eV. Its multiplicity is 1. Its SMILES is O=C=O.C=CC. Its charge is 0. The LUMO energy is 0.75 eV.

Each line ends with the natural charge from an NBO analysis.
Cartesian coordinates (Å):
C (-1.53, 0.10, 0.45)  -0.66
C (-0.40, 0.63, -0.39)  -0.16
C (0.78, 1.03, 0.08)  -0.44
C (1.54, -1.55, -0.42)  1.04
O (2.57, -1.21, -0.01)  -0.52
O (0.52, -1.94, -0.83)  -0.52
H (-2.26, 0.89, 0.63)  0.22
H (-1.17, -0.26, 1.42)  0.21
H (-2.04, -0.72, -0.05)  0.22
H (-0.59, 0.67, -1.46)  0.20
H (1.56, 1.40, -0.57)  0.21
H (1.02, 0.95, 1.14)  0.20

=====

(4)
Here is C20H16Cl2IrN8O2S as an isolated structure in a non-equilibrium geometry from OMol25. Energies are from wB97M-V/def2-TZVPD.

The calculation puts the orbital gap at 6.93 eV. Its multiplicity is 1. Its charge is +1. The LUMO energy is -3.86 eV.

Each line ends with the natural charge from an NBO analysis.
Cartesian coordinates (Å):
Ir (0.24, 0.04, -0.46)  0.99
N (2.75, 1.54, -2.05)  -0.75
C (2.03, 2.41, -1.35)  0.64
N (2.47, 3.65, -1.26)  -0.55
C (1.67, 4.53, -0.66)  0.61
N (2.09, 5.78, -0.53)  -0.74
N (0.44, 4.24, -0.17)  -0.52
C (0.10, 2.98, -0.28)  0.46
N (0.83, 2.01, -0.84)  -0.55
C (-1.14, 2.52, 0.35)  0.14
C (-2.15, 3.37, 0.72)  -0.18
C (-3.30, 2.84, 1.30)  -0.13
C (-3.34, 1.47, 1.52)  -0.21
C (-2.27, 0.68, 1.14)  0.10
N (-1.20, 1.18, 0.52)  -0.40
H (3.64, 1.84, -2.40)  0.43
H (2.48, 0.57, -2.13)  0.42
H (2.99, 6.04, -0.89)  0.42
H (1.50, 6.46, -0.09)  0.42
H (-2.02, 4.43, 0.56)  0.26
H (-4.12, 3.47, 1.59)  0.24
H (-4.19, 1.00, 1.98)  0.24
H (-2.26, -0.37, 1.35)  0.23
Cl (6.97, -2.71, 1.09)  0.04
C (5.47, -1.86, 0.90)  -0.09
C (5.25, -0.69, 1.65)  -0.16
C (4.08, 0.01, 1.53)  -0.11
Cl (3.83, 1.44, 2.45)  0.04
C (3.05, -0.42, 0.65)  0.41
O (1.97, 0.29, 0.59)  -0.68
C (3.33, -1.56, -0.14)  -0.30
C (2.44, -1.94, -1.18)  0.44
O (1.41, -1.35, -1.54)  -0.61
C (4.53, -2.29, 0.01)  -0.14
H (6.02, -0.33, 2.32)  0.25
H (2.69, -2.84, -1.75)  0.18
H (4.70, -3.17, -0.58)  0.24
C (-4.01, -5.46, -0.02)  -0.65
C (-4.01, -3.99, -0.25)  0.29
C (-5.17, -3.22, -0.20)  -0.30
C (-5.04, -1.86, -0.38)  0.09
N (-3.86, -1.27, -0.59)  -0.48
C (-2.82, -2.09, -0.63)  0.26
S (-1.16, -1.56, -1.11)  0.01
N (-2.83, -3.40, -0.47)  -0.47
H (-5.01, -5.88, -0.10)  0.23
H (-3.62, -5.67, 0.98)  0.24
H (-3.34, -5.95, -0.73)  0.25
H (-6.14, -3.68, -0.04)  0.24
H (-5.91, -1.21, -0.36)  0.21